Entry from OMol25: a cluster of 10 separate species, C60H150N10O20 in total in a non-equilibrium geometry (ωB97M-V/def2-TZVPD).

XYZ file:
```
240
Properties=species:S:1:pos:R:3:mulliken_charge:R:1
C 0.923 4.121 3.586 -0.9741
O 0.965 2.825 4.001 0.1255
C 2.264 2.236 4.247 -0.5798
C 1.933 0.944 5.069 -0.8240
N 1.122 0.011 4.248 0.7789
C 1.905 -1.076 3.629 -0.2196
C 2.491 -0.735 2.225 -0.8319
O 1.461 -0.394 1.337 0.1042
C 1.975 -0.405 -0.053 -0.4502
H 1.366 4.785 4.329 0.4075
H -0.103 4.418 3.369 0.2058
H 1.583 4.292 2.736 0.2412
H 2.908 2.860 4.867 0.4702
H 2.811 2.060 3.321 0.2054
H 1.530 1.274 6.027 0.2619
H 2.878 0.484 5.356 0.4372
H 0.786 0.626 3.520 -0.4621
H 1.177 -1.884 3.555 -0.3478
H 2.714 -1.454 4.254 0.5087
H 3.055 -1.584 1.838 0.4791
H 3.177 0.094 2.405 0.2103
H 1.090 -0.208 -0.658 -0.2340
H 2.467 -1.308 -0.415 0.2377
H 2.690 0.410 -0.163 0.3215
C -3.312 -6.735 13.012 -0.6681
O -3.611 -6.123 11.806 -0.2992
C -3.482 -4.687 11.694 -0.6639
C -3.353 -4.349 10.111 -0.4027
N -3.664 -2.924 10.015 -0.2160
C -3.641 -2.374 8.673 -0.9865
C -2.184 -1.997 8.205 0.2477
O -2.155 -1.867 6.752 -0.4257
C -0.879 -1.685 6.105 -0.4355
H -4.030 -6.314 13.717 0.2753
H -2.284 -6.458 13.242 0.2847
H -3.288 -7.824 12.969 0.2361
H -2.522 -4.337 12.076 0.3412
H -4.338 -4.194 12.154 0.3912
H -4.164 -4.823 9.558 0.3016
H -2.353 -4.666 9.817 0.1708
H -3.274 -2.405 10.789 0.2616
H -4.374 -1.572 8.584 0.3875
H -4.138 -3.103 8.034 0.3396
H -1.457 -2.723 8.567 0.2703
H -1.927 -1.060 8.699 -0.0927
H -0.899 -2.148 5.118 0.0977
H -0.145 -2.325 6.595 0.4042
H -0.516 -0.658 6.110 0.1223
C -5.261 5.680 -7.530 -0.6721
O -4.976 4.265 -7.466 -0.4280
C -5.124 3.662 -6.138 -0.1897
C -5.372 2.189 -6.260 -0.8385
N -5.561 1.588 -4.989 0.1622
C -6.865 1.615 -4.380 -0.6615
C -6.858 1.470 -2.788 -0.4593
O -6.831 2.686 -1.978 -0.4947
C -5.711 3.422 -2.269 -0.0411
H -6.248 6.064 -7.787 0.2810
H -4.563 6.172 -8.207 0.2778
H -5.125 6.116 -6.540 0.2558
H -5.954 4.095 -5.579 0.3660
H -4.182 3.742 -5.596 0.1766
H -4.463 1.688 -6.593 0.3515
H -6.142 1.961 -6.997 0.2464
H -5.145 0.668 -5.011 0.1021
H -7.494 0.810 -4.760 0.3984
H -7.266 2.608 -4.582 0.3732
H -6.111 0.760 -2.433 0.0484
H -7.709 0.885 -2.438 0.4170
H -4.869 2.746 -2.120 0.0839
H -5.863 4.251 -1.578 0.2097
H -5.774 3.836 -3.275 0.0778
C 4.178 6.427 -0.640 -0.7013
O 3.095 7.318 -0.623 -0.3644
C 2.056 7.075 0.329 -0.9054
C 1.286 5.747 0.121 0.5704
N 0.064 5.695 0.917 -0.0213
C -0.832 4.592 0.609 1.3377
C -2.311 5.184 0.413 -0.9471
O -2.359 6.219 -0.589 -0.4519
C -3.356 5.949 -1.617 -0.5635
H 3.929 5.367 -0.677 0.2562
H 4.794 6.659 0.229 0.3201
H 4.848 6.616 -1.479 0.2615
H 1.497 8.001 0.462 0.3430
H 2.406 6.939 1.352 0.3757
H 1.858 4.862 0.399 0.2839
H 1.082 5.771 -0.950 -0.4129
H -0.516 6.491 0.690 0.3850
H -0.864 3.867 1.422 -0.4524
H -0.642 4.051 -0.317 -0.8833
H -2.823 5.542 1.306 0.3372
H -2.945 4.342 0.134 0.4876
H -4.351 5.872 -1.178 0.3549
H -2.999 4.992 -1.999 0.1498
H -3.256 6.710 -2.391 0.2949
C -1.900 0.748 2.833 -0.2578
O -2.574 0.782 1.615 -0.6005
C -1.912 0.141 0.583 -0.0762
C -2.585 0.232 -0.822 -0.8723
N -1.855 -0.643 -1.816 0.3998
C -2.418 -0.634 -3.109 -0.8773
C -1.773 -1.733 -3.960 -0.4831
O -2.355 -2.924 -3.579 -0.3818
C -2.343 -3.888 -4.625 -0.9700
H -1.000 1.363 2.845 -0.0297
H -1.820 -0.228 3.311 0.5102
H -2.533 1.333 3.500 0.0927
H -1.957 -0.908 0.877 0.3181
H -0.841 0.298 0.458 -0.0045
H -2.711 1.247 -1.200 0.1039
H -3.599 -0.167 -0.861 0.5136
H -1.711 -1.589 -1.493 0.2309
H -2.533 0.372 -3.513 0.6184
H -3.493 -0.768 -3.229 0.0909
H -0.718 -1.834 -3.702 -0.0747
H -1.725 -1.547 -5.033 0.5832
H -2.913 -4.747 -4.271 0.4115
H -1.396 -4.371 -4.864 0.2616
H -2.951 -3.631 -5.493 0.4167
C -0.148 5.651 14.256 -0.8003
O -0.783 4.754 13.271 -0.3144
C -1.416 5.430 12.169 -0.6379
C -2.195 4.345 11.424 -0.5369
N -1.326 3.428 10.648 -0.3039
C -2.128 2.518 9.928 -0.5756
C -1.651 2.263 8.445 -0.2652
O -2.741 2.468 7.440 -0.4684
C -2.353 2.362 6.075 -0.4856
H -0.516 6.660 14.445 0.3082
H 0.900 5.838 14.025 0.2961
H -0.054 5.139 15.213 0.2766
H -0.676 5.852 11.489 0.3444
H -2.079 6.241 12.469 0.3849
H -3.000 4.763 10.819 0.4829
H -2.592 3.961 12.364 0.2695
H -0.800 2.791 11.230 0.2381
H -3.122 2.953 9.832 0.3810
H -2.067 1.551 10.428 0.2054
H -1.301 1.238 8.324 0.0506
H -0.750 2.859 8.299 0.3597
H -2.360 1.280 5.939 0.1991
H -1.399 2.876 5.954 0.2669
H -3.174 2.739 5.465 0.2931
C 3.504 1.649 -4.547 -0.5428
O 4.170 0.522 -5.105 -0.4352
C 4.283 0.514 -6.583 -0.6375
C 4.349 -0.973 -7.025 -0.9315
N 3.076 -1.580 -6.614 -0.3537
C 1.946 -1.183 -7.439 -0.1739
C 0.716 -1.999 -7.310 -0.2476
O -0.313 -1.551 -8.157 -0.2583
C 0.011 -1.501 -9.532 -0.8417
H 3.618 1.484 -3.476 0.3068
H 2.441 1.651 -4.787 0.2134
H 3.941 2.632 -4.720 0.2847
H 5.211 1.022 -6.846 0.5563
H 3.675 1.029 -7.327 0.3395
H 5.294 -1.291 -6.586 0.2979
H 4.703 -1.185 -8.034 0.4070
H 3.029 -1.224 -5.670 0.4093
H 2.231 -1.138 -8.490 0.4048
H 1.672 -0.221 -7.006 0.2028
H 0.344 -2.077 -6.289 -0.2178
H 0.775 -3.083 -7.403 0.3545
H -0.952 -1.322 -10.010 0.2734
H 0.335 -2.453 -9.953 0.3169
H 0.547 -0.596 -9.818 0.3121
C 0.573 2.303 -2.188 -0.5671
O 0.382 3.732 -2.434 -0.0687
C 0.453 4.169 -3.713 -1.0957
C 1.606 5.065 -3.945 -0.5413
N 1.844 5.373 -5.396 -0.2403
C 3.040 6.128 -5.474 -0.2835
C 3.058 6.855 -6.797 -0.6780
O 4.406 7.434 -6.782 -0.2963
C 4.665 8.518 -7.683 -0.8061
H -0.408 1.896 -1.942 0.2530
H 1.211 2.102 -1.328 0.0986
H 0.950 1.721 -3.029 0.2523
H -0.372 4.880 -3.670 0.2542
H 0.239 3.304 -4.341 0.5155
H 2.469 4.567 -3.503 0.2286
H 1.438 5.891 -3.255 0.4898
H 1.024 5.863 -5.726 0.2907
H 3.893 5.488 -5.697 0.1501
H 3.312 6.798 -4.657 0.2962
H 2.417 7.735 -6.761 0.3795
H 2.837 6.218 -7.654 0.3606
H 4.079 9.434 -7.765 0.3186
H 4.669 8.050 -8.668 0.3123
H 5.627 8.979 -7.459 0.2586
C -0.172 -7.069 -6.257 -0.5751
O 0.993 -6.840 -7.040 -0.2813
C 1.679 -8.035 -7.365 -0.6040
C 2.941 -8.132 -6.480 -0.5086
N 4.140 -8.557 -7.201 -0.4835
C 5.272 -8.665 -6.173 -0.5931
C 6.416 -9.668 -6.599 -0.5540
O 5.864 -10.974 -6.805 -0.3072
C 6.944 -11.899 -6.689 -0.7469
H -0.726 -6.133 -6.332 0.0065
H 0.186 -7.198 -5.235 0.3332
H -0.900 -7.854 -6.462 0.3703
H 1.856 -7.805 -8.415 0.3399
H 0.984 -8.867 -7.246 0.3595
H 2.684 -8.844 -5.696 0.3198
H 3.180 -7.243 -5.897 0.3512
H 4.151 -9.432 -7.705 0.3046
H 4.722 -9.171 -5.379 0.3160
H 5.686 -7.756 -5.738 0.3478
H 7.109 -9.721 -5.760 0.4351
H 6.893 -9.357 -7.529 0.3095
H 6.371 -12.821 -6.590 0.2618
H 7.525 -11.786 -5.773 0.3235
H 7.447 -12.082 -7.638 0.2820
C 2.564 -6.055 6.017 -0.7925
O 1.525 -6.113 4.988 -0.3980
C 1.358 -4.772 4.451 -0.6407
C 1.314 -4.803 2.886 -0.7815
N 2.684 -4.909 2.363 -0.3376
C 2.497 -5.207 0.952 -0.9993
C 1.888 -4.199 -0.050 0.3234
O 1.880 -4.837 -1.288 -0.5047
C 0.928 -4.327 -2.297 -0.7241
H 2.167 -5.759 6.988 0.3184
H 3.518 -5.573 5.803 0.3140
H 2.733 -7.121 6.169 0.3071
H 1.979 -3.927 4.747 0.3466
H 0.415 -4.405 4.857 0.3558
H 0.647 -4.047 2.471 0.4503
H 0.823 -5.748 2.655 0.5667
H 3.064 -5.727 2.818 0.2721
H 1.875 -6.098 0.872 0.4660
H 3.458 -5.358 0.462 0.3727
H 2.543 -3.348 0.135 -0.2723
H 0.841 -3.916 0.056 0.4162
H -0.076 -4.637 -2.006 0.4158
H 1.199 -4.749 -3.264 0.3434
H 0.718 -3.258 -2.255 0.2508
```

As for the multiplicity: 1. The total energy is -4427.496425 a.u. The relative energy (zero: lowest compared OMol25 entry of this formula, charge and spin) comes out at 290.7 kcal per mole. Its SMILES is COCCNCCOC.COCCNCCOC.COCCNCCOC.COCCNCCOC.COCCNCCOC.COCCNCCOC.COCCNCCOC.COCCNCCOC.COCCNCCOC.COCCNCCOC.